Molecular formula: C6H8CrO6
Method: DFT, wB97M-V/def2-TZVPD

XYZ file:
```
21
Properties=species:S:1:pos:R:3
O -0.116 -0.169 1.402
Cr -1.246 -1.283 0.177
O -0.909 -2.108 1.923
C -0.156 -1.183 2.376
O 0.472 -1.090 3.402
C 0.662 1.018 1.616
C 0.196 2.103 0.700
H 0.545 1.304 2.673
H 1.721 0.775 1.455
H -0.892 2.237 0.673
H 0.638 3.070 0.958
O -0.526 1.245 -2.801
C -0.291 0.151 -2.111
C 0.531 2.157 -2.489
O -1.155 -0.463 -1.495
O 0.990 0.016 -1.885
C 1.683 1.165 -2.438
H 0.541 2.402 -0.832
H 2.484 1.440 -1.742
H 2.132 0.908 -3.405
H 0.024 3.119 -2.583
```

The calculation puts the lowest unoccupied orbital energy (alpha / beta) at -5.01 / -5.16 eV. The total charge is +1. The total energy comes out at -47047.432 eV. As for the multiplicity: 6. The expectation value of S² is 8.7856. As for the HOMO energy (alpha / beta): -12.397 / -14.208 eV. The energy above the lowest of the compared OMol25 structures with the same formula, charge and spin comes out at 270.42 kJ/mol.

Charges obtained by Löwdin population analysis, quoted in units of e: number 1, O, carries -0.16; number 2, Cr, carries 1.21; number 3, O, carries -0.06; number 4, C, carries -0.69; number 5, O, carries 0.17; number 6, C, carries -0.18; number 7, C, carries -0.01; number 8, H, carries 0.15; number 9, H, carries 0.15; number 10, H, carries 0.09; number 11, H, carries 0.08; number 12, O, carries 0.11; number 13, C, carries -0.53; number 14, C, carries -0.01; number 15, O, carries 0.02; number 16, O, carries 0.10; number 17, C, carries -0.06; number 18, H, carries 0.18; number 19, H, carries 0.15; number 20, H, carries 0.15; number 21, H, carries 0.16